# 1
The following is a quantum chemistry calculation of a structure of composition C19H16IN3O3PdS at a distorted geometry, from OMol25.

Positions of all 44 atoms, in Å:
Pd: 0.67779 1.47055 -0.27420
C: 4.03801 0.44428 2.60476
C: 3.40511 -0.78295 2.05413
N: 3.56895 -1.95180 2.60646
C: 2.94291 -3.04454 2.21153
C: 1.99257 -3.01168 1.20713
C: 1.34553 -4.30747 0.74232
O: -0.05805 -4.26427 0.70281
C: 1.71980 -1.78116 0.54476
C: 0.71819 -1.69813 -0.42475
N: 0.33727 -0.62769 -1.14618
C: -0.52059 -0.73961 -2.18658
C: -1.02899 -1.98740 -2.64385
C: -1.95984 -2.08326 -3.64433
C: -2.43549 -0.94503 -4.28789
C: -1.90177 0.28757 -3.94447
C: -0.97091 0.37925 -2.93097
I: -0.11304 2.35696 -2.64157
C: 2.55029 -0.62827 0.90832
O: 2.53904 0.47685 0.30264
H: 4.79984 0.17177 3.32606
H: 3.28119 1.05866 3.09607
H: 4.46139 1.03792 1.79643
H: 3.22181 -3.96221 2.70801
H: 1.69696 -5.12854 1.37653
H: 1.65963 -4.50308 -0.28971
H: -0.42057 -4.28586 1.59528
H: 0.18835 -2.63000 -0.59440
H: -0.64613 -2.89126 -2.20009
H: -2.31147 -3.05826 -3.94280
H: -3.18118 -1.01800 -5.06311
H: -2.21463 1.17625 -4.47017
O: -1.18477 1.50768 0.92010
N: -1.73634 2.68651 0.99778
C: -3.07762 2.75782 1.10118
C: -3.72212 3.96339 1.19194
C: -2.97539 5.14352 1.15806
C: -1.60751 5.06152 1.05685
C: -0.97115 3.81977 0.98101
S: 0.74156 3.68896 0.87744
H: -3.58827 1.80534 1.10313
H: -4.79477 3.99103 1.28183
H: -3.46989 6.09853 1.21148
H: -0.99570 5.94633 1.02102

Cartesian forces (eV/Å) of the 6 atoms listed first:
Pd 0.20 -0.65 0.47
C 0.29 -0.06 -0.04
C -0.33 -0.32 -0.23
N 1.12 1.20 1.15
C -1.05 -0.31 -1.36
C 0.03 -0.66 0.00

The calculation puts the HOMO energy (spin up / spin down) at -10.74 / -10.72 eV. Its net charge is +1. Its multiplicity is 2.


# 2
The following is a quantum chemistry calculation of an isolated molecule of C19H16N2O3S2 at a distorted geometry, from OMol25.

Positions of all 42 atoms, in Å:
C: 6.40395 0.88104 1.07088
C: 5.55586 1.65029 0.06249
O: 4.16926 1.53984 0.31975
C: 3.50311 0.39852 0.00958
C: 4.04292 -0.69349 -0.68075
C: 3.27831 -1.80416 -0.97133
C: 1.94949 -1.84807 -0.57142
N: 1.07038 -2.86485 -0.79186
C: -0.08797 -2.61818 -0.32038
S: -1.36161 -3.78767 -0.43958
C: -2.87846 -2.83535 -0.04516
C: -3.10081 -2.50346 1.42034
C: -3.50749 -1.04188 1.42930
O: -3.87995 -0.40215 2.37113
N: -3.35744 -0.55519 0.13835
C: -3.56045 0.81095 -0.20238
C: -2.60801 1.48053 -0.95754
C: -2.81218 2.80898 -1.28425
C: -3.95201 3.46698 -0.85407
C: -4.89539 2.79333 -0.09682
C: -4.70768 1.46200 0.22874
C: -2.93842 -1.50042 -0.77798
O: -2.71246 -1.30761 -1.93866
S: -0.25523 -1.04156 0.51152
C: 1.41301 -0.74163 0.12673
C: 2.16848 0.37217 0.41616
H: 6.18645 1.23089 2.07685
H: 6.19360 -0.18481 1.02573
H: 7.45759 1.04243 0.86075
H: 5.75788 2.72148 0.14942
H: 5.78678 1.33954 -0.96362
H: 5.07093 -0.68159 -1.00504
H: 3.69560 -2.64223 -1.50519
H: -3.66503 -3.47872 -0.44855
H: -3.86972 -3.11366 1.89352
H: -2.18898 -2.60853 2.01145
H: -1.72078 0.96548 -1.28890
H: -2.07396 3.33132 -1.87376
H: -4.10507 4.50492 -1.10891
H: -5.78507 3.30336 0.24029
H: -5.43890 0.93327 0.81906
H: 1.75951 1.21788 0.94413

Cartesian forces (eV/Å) of the 6 atoms listed first:
C -0.34 0.13 -0.20
C 0.43 -0.03 0.05
O -0.20 0.04 0.06
C -0.40 -0.14 0.05
C 0.24 0.23 0.00
C -0.28 -0.05 0.07

The calculation puts the HOMO energy at -8.04 eV. As for the structure (SMILES): CCOc1ccc2nc(S[C@H]3CC(=O)N(c4ccccc4)C3=O)sc2c1.


# 3
The following is a quantum chemistry calculation of a structure of composition C19H17Br4N2O2PPtS4Sb, from OMol25.

Positions of all 51 atoms, in Å:
Pt: -0.54884 0.75152 -1.51360
Br: -1.11445 2.91318 5.59909
C: -0.79644 2.73213 3.73954
C: -0.29014 3.77903 3.00402
Br: 0.09507 5.44340 3.82093
C: -0.04990 3.59470 1.63012
Br: 0.63406 5.00533 0.56208
C: -0.29149 2.39216 0.97541
O: 0.00333 2.28980 -0.30571
C: -0.85386 1.29826 1.72907
O: -1.11628 0.16755 1.15432
C: -1.06895 1.51562 3.09279
Br: -1.77892 0.03225 4.04656
S: 2.09963 -0.87391 -4.93943
Sb: 0.70399 -1.89632 -3.55166
S: 1.49443 -0.31051 -1.21591
S: -1.28142 -0.89101 -2.91386
S: 0.86180 -4.06856 -3.11357
N: -3.39587 1.14990 -0.15648
C: -3.30894 1.94570 -1.22977
C: -4.35259 2.83672 -1.57418
C: -4.22305 3.64275 -2.66943
C: -3.06682 3.57047 -3.45466
C: -2.09903 2.67736 -3.08205
N: -2.20711 1.88094 -2.00059
H: -4.18037 1.26300 0.45850
H: -2.56877 0.64763 0.20668
H: -5.23196 2.87415 -0.94560
H: -5.01584 4.33479 -2.92454
H: -2.92716 4.18848 -4.32836
H: -1.18742 2.55397 -3.64872
C: 1.60610 -0.69580 1.95873
P: 1.28344 -1.52827 0.38959
C: -0.25150 -2.46680 0.40906
C: 2.60728 -2.76705 0.28913
C: 2.84854 -3.55572 1.41516
C: 3.80665 -4.55457 1.37792
C: 4.53689 -4.77060 0.21613
C: 4.30810 -3.98466 -0.90149
C: 3.34555 -2.98514 -0.86790
H: 1.09531 -1.20956 2.77275
H: 1.23508 0.32457 1.90745
H: 2.68242 -0.68709 2.12721
H: -0.45957 -2.78663 1.43016
H: -0.13576 -3.32511 -0.25525
H: -1.05318 -1.81982 0.06712
H: 2.28468 -3.39368 2.32639
H: 3.98374 -5.16343 2.25510
H: 5.28591 -5.55165 0.18579
H: 4.87018 -4.14857 -1.81125
H: 3.18345 -2.37092 -1.74281

Cartesian forces (eV/Å) of the 6 atoms listed first:
Pt 0.09 0.09 0.03
Br 0.00 0.00 -0.04
C -0.09 -0.26 0.10
C 0.11 0.15 -0.22
Br -0.02 -0.03 -0.01
C 0.04 0.21 0.17

The calculation puts the HOMO energy at -4.47 eV. Its net charge is -1.


# 4
The following is a quantum chemistry calculation of a structure of composition C19H17CrN4O3, from OMol25.

Positions of all 44 atoms, in Å:
Cr: -0.29411 0.32969 0.76432
C: -2.05654 1.18434 2.31195
C: -0.83002 1.34579 2.95881
C: 0.17639 2.13499 2.37366
C: -0.03818 2.74024 1.13480
C: -1.27215 2.57185 0.48493
C: -2.27491 1.78607 1.06268
H: -2.82997 0.57280 2.75786
H: -0.65959 0.87778 3.91996
H: 1.12303 2.26129 2.88323
H: 0.73165 3.35474 0.68589
H: -1.44441 3.03919 -0.47613
H: -3.22056 1.64979 0.55312
N: 1.91971 -3.85504 4.83151
C: 2.13513 -3.08393 4.00993
C: 2.36630 -2.10117 2.99290
C: 3.64598 -1.79110 2.54041
C: 3.78266 -0.82071 1.56176
C: 2.65139 -0.20106 1.06793
N: 1.41758 -0.50515 1.49651
C: 1.27649 -1.44295 2.44136
H: 4.50809 -2.30050 2.94963
H: 4.75506 -0.54351 1.18179
H: 2.73301 0.56776 0.31357
H: 0.26933 -1.68647 2.75299
O: 0.37420 -2.45759 -0.32766
C: -0.70079 -2.39735 0.21396
O: -1.17816 -1.27405 0.78492
H: -1.41111 -3.22640 0.32048
N: -2.91820 -0.48201 -5.09177
C: -2.80059 -0.13113 -3.80380
O: -3.72900 -0.00156 -3.03051
C: -1.40326 0.14289 -3.27985
C: -0.28782 0.50501 -4.01791
C: 0.88922 0.82197 -3.34892
C: 0.91438 0.76500 -1.97168
N: -0.15924 0.39609 -1.25346
C: -1.28871 0.09387 -1.90011
H: -3.84397 -0.66898 -5.44533
H: -2.13476 -0.70891 -5.67667
H: -0.32267 0.57570 -5.09736
H: 1.77564 1.12272 -3.88805
H: 1.80902 1.02763 -1.42621
H: -2.15552 -0.18765 -1.31544

Cartesian forces (eV/Å) of the 6 atoms listed first:
Cr 0.07 0.21 0.19
C 0.01 0.02 -0.03
C -0.02 0.00 -0.01
C -0.02 -0.01 0.03
C -0.04 0.04 0.02
C -0.04 -0.02 0.01

The calculation puts the HOMO energy (spin up / spin down) at -15.71 / -15.72 eV. Its net charge is +2. Its multiplicity is 4.


# 5
The following is a quantum chemistry calculation of a structure of composition C19H17CuN8SbSe4, from OMol25.

Positions of all 50 atoms, in Å:
Cu: 0.61530 0.14229 0.88719
C: -3.63402 0.18990 -2.72751
C: -3.17903 1.54199 -2.48031
C: -2.56027 1.90125 -1.34482
C: -2.24241 0.91918 -0.30873
C: -2.75941 -0.49028 -0.51169
C: -3.44254 -0.75672 -1.80393
N: -1.51685 1.18448 0.72398
C: -1.25735 2.54109 1.02021
C: -2.27589 3.40056 1.40564
C: -2.00895 4.73182 1.70784
C: -0.70685 5.21042 1.61422
C: 0.32571 4.36537 1.24100
C: 0.07006 3.01766 0.95694
N: 1.01982 2.08866 0.60746
N: 2.18654 2.55540 0.20921
C: 3.04581 1.56277 -0.15344
C: 4.36259 1.92671 -0.52651
C: 5.25476 0.95164 -0.88389
C: 4.84882 -0.39059 -0.87515
C: 3.54475 -0.65984 -0.50893
N: 2.65579 0.26981 -0.16821
H: -4.12813 -0.04229 -3.66203
H: -3.32486 2.28994 -3.25343
H: -2.20115 2.91156 -1.20980
H: -3.44940 -0.73043 0.30373
H: -3.80211 -1.76827 -1.94171
H: -3.28666 3.01348 1.46114
H: -2.81556 5.38869 2.00982
H: -0.49436 6.24951 1.83948
H: 1.34593 4.71343 1.16450
H: 4.62639 2.97550 -0.50873
H: 6.26758 1.21726 -1.16703
H: 5.51913 -1.19467 -1.14513
H: 3.18485 -1.68472 -0.48721
N: 1.29281 -3.58131 -0.32738
C: 1.43191 -4.30249 0.79746
N: 1.34838 -5.65702 0.67424
N: 1.73368 -3.79161 1.97923
C: 1.45561 -2.51569 2.06416
N: 1.21280 -1.38422 2.08551
H: 0.68825 -3.94996 -1.07753
H: 1.25211 -2.57566 -0.22535
H: 0.70627 -5.93462 -0.06273
H: 1.08921 -6.07212 1.55777
Se: -1.83899 -4.74759 2.49021
Sb: -2.52884 -4.14203 0.24635
Se: -1.28873 -1.78975 -0.26434
Se: -4.87602 -3.58363 0.04267
Se: -1.46648 -5.51484 -1.46447

Cartesian forces (eV/Å) of the 6 atoms listed first:
Cu 0.10 -0.31 0.12
C 0.01 -0.02 0.01
C 0.00 0.04 -0.01
C 0.02 -0.01 -0.02
C 0.12 -0.17 0.05
C -0.01 0.03 0.14

The calculation puts the HOMO energy (spin up / spin down) at -1.45 / -1.95 eV. Its net charge is -2. Its multiplicity is 2.